# 1
13
Properties=species:S:1:pos:R:3:forces:R:3:nbo_charge:R:1 method="wB97M-V/def2-TZVPD" spin_multiplicity=1 gap_ev=8.463 fmax_ev_per_a=4.06 mol_weight_g_mol=148.23 e_above_lowest_ev=2.5961 e_tot_ha=-1089.63622 homo_energy_ha=-0.3237
C 1.72428 -2.16740 -0.32499 -2.521 -1.582 0.184 -0.2829
C 1.14166 -0.95315 -0.10713 2.945 -1.559 -0.669 -0.2991
C 2.13481 0.08693 -0.28719 2.945 2.711 -0.655 -0.3304
C 2.16372 1.43874 -0.19883 1.284 1.546 0.911 0.2448
F 1.16702 2.33324 0.28172 1.496 -2.067 -1.215 -0.3527
S -0.33150 -0.77120 0.77651 -1.999 0.178 0.570 0.3440
C -1.55045 -0.18639 -0.42845 3.516 0.280 -0.757 -0.4948
S -3.01126 0.35655 -0.23571 -1.194 -0.032 0.495 0.1172
H 1.12772 -3.07996 0.02233 0.987 1.200 -0.758 0.2094
H 2.63706 -2.36962 -0.93004 -0.635 0.559 0.955 0.2178
H 3.29934 -0.23334 -0.48005 -3.297 0.487 0.176 0.2391
H 3.19613 2.02739 -0.35423 -2.763 -1.335 0.373 0.1873
H -0.96347 -0.02153 -1.36661 -0.763 -0.387 0.389 0.2002

=====

# 2
85
Properties=species:S:1:pos:R:3:forces:R:3:mulliken_charge:R:1 method="wB97M-V/def2-TZVPD" spin_multiplicity=1 gap_ev="4.834 / 5.605" fmax_ev_per_a=2.24 total_charge=+1 mol_weight_g_mol=541.46 e_tot_ha=-2272.73123 homo_energy_ha="-0.3125 / -0.3210"
Al 0.16332 0.02179 -0.43396 -0.015 0.198 2.229 -2.3376
C -2.05188 1.67344 -0.28919 -0.110 -1.745 0.489 -0.1301
C -2.72410 0.87134 -1.21833 0.256 -0.048 0.667 1.2132
C -1.91241 -0.57638 0.39747 -0.649 1.292 -1.193 0.6670
C -1.47100 0.80026 0.73141 -0.984 0.341 -1.224 2.6731
C -2.66612 -0.48460 -0.80502 0.553 0.722 0.439 0.8471
C -2.09963 3.14960 -0.25076 0.358 0.647 -0.102 -1.6078
H -1.88725 3.60326 -1.23047 -0.048 -0.024 0.161 0.3219
H -1.38497 3.56005 0.47265 -0.153 -0.014 -0.117 0.2774
H -3.10288 3.49248 0.04313 0.226 -0.070 -0.044 0.4274
C -1.36952 1.23467 2.15880 0.127 -0.088 0.443 -1.3550
H -0.90213 2.22083 2.27184 -0.182 -0.341 0.037 0.2933
H -0.81710 0.48737 2.74353 -0.138 0.470 -0.027 -0.0326
H -2.39608 1.29457 2.57284 0.436 0.023 -0.084 0.4237
C -2.28600 -1.58949 1.41107 0.267 -0.415 0.599 -1.6934
H -3.27245 -1.30306 1.80976 0.195 -0.153 -0.021 0.4448
H -1.57643 -1.63047 2.23847 -0.293 -0.151 -0.176 0.0063
H -2.38430 -2.58032 0.96212 -0.047 0.048 0.237 0.4960
C -3.46371 -1.58810 -1.38436 -0.198 -0.808 -0.367 -1.3274
H -4.54370 -1.36470 -1.39863 0.374 0.022 0.060 0.4024
H -3.32937 -2.52832 -0.82531 -0.100 0.374 -0.227 0.3269
H -3.16588 -1.79789 -2.41941 -0.433 -0.036 0.311 0.1897
C -3.46047 1.37766 -2.39760 -0.341 0.212 -0.390 -1.9116
H -4.43826 1.80655 -2.12142 0.286 -0.102 -0.101 0.4044
H -3.64178 0.56274 -3.10446 -0.160 0.225 0.033 0.5369
H -2.88444 2.16455 -2.90402 -0.269 -0.099 -0.022 0.4201
C 1.59318 0.35571 -2.21158 -0.309 1.391 -0.209 1.3819
C 0.39790 1.06565 -2.39312 1.358 0.852 -0.308 0.4415
C -0.16109 1.33892 -3.76931 -0.337 -0.009 0.085 -1.8146
C -1.04682 0.23462 -4.36123 -0.355 -0.112 -0.161 -1.4980
C -0.96062 -1.08693 -3.64528 0.035 -0.838 -0.818 -0.1153
C 0.14634 -1.82537 -3.46961 -0.583 -0.468 -0.860 -0.1388
C 1.50464 -1.49533 -4.03913 0.053 -0.154 -0.224 -1.2744
C 2.28895 -0.35177 -3.34055 0.315 -0.409 0.000 -1.6768
H 0.67402 1.53397 -4.46494 -0.177 0.017 0.417 0.3772
H -0.80045 0.12220 -5.43214 -0.062 -0.165 0.348 0.6659
H -0.75674 2.26424 -3.69771 0.329 -0.279 -0.130 0.5461
H 2.56880 0.39295 -4.10392 -0.148 -0.018 0.334 0.5999
H 2.32917 0.66631 -1.45340 -0.764 -0.254 0.077 -0.9934
H 0.04616 1.82174 -1.65557 0.595 -0.435 -0.208 0.4734
H 3.23897 -0.77136 -2.96839 -0.338 0.393 -0.151 0.5048
H 2.10694 -2.42001 -3.98991 -0.163 0.464 -0.139 0.3845
H 0.03913 -2.87312 -3.14136 -0.072 0.734 -0.013 0.6295
H 1.41748 -1.23753 -5.11198 -0.124 -0.191 0.453 0.4634
H -2.09338 0.55638 -4.32590 0.395 -0.071 -0.139 0.2917
H -1.93823 -1.55586 -3.48048 0.744 0.198 0.216 0.6486
P 1.88444 1.92956 0.54624 -0.321 0.674 -0.360 1.7999
C 1.67469 2.77496 2.15064 0.071 0.051 0.156 -1.4797
H 2.56918 3.38303 2.35348 -0.269 -0.144 -0.007 0.5185
H 1.54790 2.03810 2.95097 0.019 0.164 -0.061 0.2438
H 0.79497 3.43372 2.12162 0.301 -0.235 0.013 0.3752
C 3.67289 1.56859 0.55594 0.127 -0.047 0.114 -1.2932
H 4.20176 2.51745 0.71159 0.025 -0.256 -0.052 0.5838
H 3.99135 1.13206 -0.39645 0.061 0.086 0.121 0.3498
H 3.90338 0.86425 1.35894 -0.006 0.136 -0.163 0.1786
C 1.87674 3.37213 -0.58882 0.129 0.260 -0.017 -1.1252
H 2.00407 3.04976 -1.63313 0.034 0.193 0.363 0.2704
H 2.70745 4.03361 -0.30710 -0.274 0.032 -0.185 0.6017
H 0.92423 3.91730 -0.50679 0.284 -0.130 -0.039 0.2575
P 1.43502 -2.61748 0.37310 0.176 -0.479 1.538 1.5011
C 0.01190 -3.33796 -0.49928 -0.151 0.269 0.071 -0.5591
H 0.43158 -4.18112 -1.07568 -0.272 0.224 0.227 0.6571
H -0.46704 -2.62848 -1.19732 0.206 -0.344 0.493 -0.5600
H -0.72427 -3.69479 0.23586 0.314 0.041 -0.294 0.3916
C 2.70743 -2.43740 -0.89200 0.246 -0.082 0.045 -0.7816
H 2.24230 -2.04935 -1.80774 0.304 -0.389 0.520 -0.3832
H 3.12391 -3.44838 -1.06477 -0.086 0.546 -0.050 0.6657
H 3.49674 -1.74707 -0.54547 -0.281 -0.346 -0.154 0.2899
C 1.93048 -3.94906 1.49560 0.283 -0.571 -0.424 -1.4653
H 2.25924 -4.79521 0.89005 0.046 -0.292 0.359 0.5469
H 1.06883 -4.22971 2.11111 0.159 0.052 -0.121 0.3764
H 2.74141 -3.61010 2.14960 -0.126 -0.039 -0.177 0.3441
O 0.38965 -1.35594 2.73170 0.327 0.189 -1.346 -0.1453
B 1.30728 -1.09539 1.58766 0.049 -0.846 0.342 0.1751
O 2.63086 -0.80063 2.23568 -1.075 0.272 -1.154 -0.6036
C 2.41527 -0.83137 3.58597 -0.270 -0.318 0.631 0.5323
C 3.33954 -0.62733 4.59653 -0.410 0.046 -0.120 -1.1595
C 2.91806 -0.86824 5.91951 -0.143 -0.058 -0.001 -0.5886
C 1.60913 -1.30178 6.20335 0.043 0.108 -0.143 -0.6157
C 0.66277 -1.43455 5.17406 0.201 0.097 -0.645 -1.0086
C 1.10062 -1.19373 3.87804 0.588 -0.019 0.360 0.4158
H 4.33015 -0.28412 4.31475 0.027 -0.150 0.355 0.5171
H 3.63494 -0.71829 6.73404 -0.350 -0.138 -0.326 0.3965
H 1.29822 -1.56170 7.22242 0.301 0.305 -0.409 0.4069
H -0.37888 -1.73637 5.29316 0.360 0.013 0.358 0.4998

=====

# 3
20
Properties=species:S:1:pos:R:3:forces:R:3:nbo_charge:R:1 method="wB97M-V/def2-TZVPD" spin_multiplicity=1 gap_ev=6.729 fmax_ev_per_a=2.12 mol_weight_g_mol=103.16 e_above_lowest_ev=4.4837 e_tot_ha=-328.15407 homo_energy_ha=-0.2262
C 2.52124 2.81091 0.18658 -0.373 0.429 -0.885 -0.6166
C 1.32670 2.11142 0.79272 0.014 -1.509 -1.495 -0.4046
C 0.96022 0.75509 0.10856 -0.451 0.954 0.150 -0.4708
C -0.34904 0.27004 0.34863 1.121 0.705 -0.583 0.0969
N -0.65196 -0.43110 1.45170 -0.357 -1.797 -0.472 -0.5476
C -1.54224 -1.60038 1.44298 0.032 -0.078 0.252 -0.4244
H 2.59390 3.82322 0.57117 0.548 0.056 0.286 0.2036
H 2.39287 2.92349 -0.89401 -0.353 0.066 0.012 0.2067
H 3.44611 2.24602 0.23536 0.183 -0.005 0.616 0.2054
H 1.57319 1.65381 1.75496 0.093 0.858 0.478 0.1943
H 0.45881 2.75695 0.92519 -0.041 0.053 -0.085 0.2016
H 1.82481 0.11291 -0.04865 -0.110 -0.613 1.428 0.1858
H -1.13418 0.42712 -0.39513 -0.627 0.690 0.804 0.1644
H 0.00659 -0.40393 2.21201 0.316 0.025 -0.231 0.3948
H -1.76933 -1.84862 0.41152 -0.097 -0.125 0.016 0.2075
H -1.03024 -2.43619 1.91568 0.126 -0.169 -0.228 0.2034
H -2.46844 -1.49042 2.00819 -0.029 0.461 -0.062 0.1996
O -3.06258 -3.78512 -4.28928 -0.558 0.161 0.022 -0.9484
H -2.42116 -3.92351 -3.58824 0.253 -0.101 -0.366 0.4733
H -2.67529 -3.97172 -5.14993 0.308 -0.059 0.345 0.4751

=====

# 4
17
Properties=species:S:1:pos:R:3:forces:R:3:nbo_charge:R:1 method="wB97M-V/def2-TZVPD" spin_multiplicity=1 gap_ev=9.731 fmax_ev_per_a=3.11 mol_weight_g_mol=158.59 e_above_lowest_ev=0.8428 e_tot_ha=-873.83531 smiles="C=C(Cl)Nn1nncc1C" homo_energy_ha=-0.3318
C 1.42129 0.05249 -1.90984 -0.379 0.434 -0.670 -0.5095
C 1.10305 1.28160 -1.61431 -0.045 0.265 2.073 0.1429
Cl 0.71597 2.56911 -2.66155 -0.086 0.135 -0.037 0.0503
N 1.01085 1.58900 -0.24262 -0.574 1.670 -0.333 -0.4670
N 1.00770 0.73282 0.79232 -2.284 -1.016 -1.476 -0.0305
N 2.04354 0.67736 1.57857 0.397 -0.223 0.211 -0.0467
N 1.71132 -0.14895 2.48069 1.601 -0.932 2.498 -0.2473
C 0.46699 -0.62642 2.33050 -0.415 -0.304 -1.159 -0.1296
C -0.06804 -0.04802 1.20726 0.813 0.557 -0.784 0.1237
C -1.36287 -0.12648 0.42560 1.137 0.192 1.423 -0.6461
H 1.61565 -0.49453 -1.04187 0.499 -1.503 0.654 0.2169
H 1.26903 -0.32652 -2.86927 0.261 -0.737 -1.230 0.2231
H 0.94757 2.47957 0.17057 0.049 1.596 -0.806 0.3991
H 0.15429 -1.49416 2.87957 -0.343 0.226 0.387 0.2204
H -1.93534 0.77599 0.54417 -0.090 0.637 -0.197 0.2299
H -1.93504 -0.86792 0.94153 -0.498 -0.789 -0.151 0.2328
H -1.19226 -0.34331 -0.61246 -0.041 -0.206 -0.403 0.2376

=====

# 5
19
Properties=species:S:1:pos:R:3:forces:R:3:nbo_charge:R:1 method="wB97M-V/def2-TZVPD" spin_multiplicity=1 gap_ev=11.013 fmax_ev_per_a=0.47 mol_weight_g_mol=103.12 e_above_lowest_ev=0.5235 e_tot_ha=-401.60129 smiles=CN.O.O.O.O homo_energy_ha=-0.3773
C -2.61089 -1.15412 1.38017 0.255 -0.040 -0.201 -0.4121
N -2.28173 -1.02716 -0.05855 0.039 -0.018 0.431 -0.8618
H -2.87953 -2.18529 1.59155 -0.151 -0.102 -0.090 0.1940
H -3.44411 -0.51001 1.67161 0.134 -0.031 0.141 0.1830
H -1.73104 -0.96532 2.00059 -0.138 0.324 -0.159 0.2037
H -2.93656 -1.59198 -0.58128 -0.086 0.172 -0.204 0.3634
H -2.36329 -0.06190 -0.37251 -0.030 -0.207 0.103 0.3810
O 0.16983 -1.42756 -1.32926 0.072 -0.074 0.010 -1.0211
H -0.64643 -1.35154 -0.77408 -0.069 -0.140 -0.128 0.5072
H -0.02791 -2.08377 -2.00331 -0.049 0.008 0.060 0.4760
O 2.91185 -0.59448 -1.74287 -0.094 -0.080 -0.112 -0.9619
H 3.08583 -0.48110 -2.68205 0.025 0.040 0.057 0.4605
H 2.01617 -0.96662 -1.69860 0.066 0.121 0.147 0.4910
O 3.05298 3.58183 1.30352 -0.115 0.192 0.114 -0.9377
H 2.60086 4.39131 1.57473 0.079 -0.168 -0.105 0.4678
H 3.13389 3.07273 2.11646 0.001 -0.056 -0.058 0.4702
O 0.32939 1.28649 0.05032 0.219 -0.386 -0.159 -0.9650
H 0.45154 0.37045 -0.25146 -0.039 0.378 0.020 0.4791
H 1.16916 1.69802 -0.19499 -0.117 0.067 0.134 0.4826

=====

# 6
35
Properties=species:S:1:pos:R:3:forces:R:3:nbo_charge:R:1 method="wB97M-V/def2-TZVPD" spin_multiplicity=1 gap_ev=9.478 fmax_ev_per_a=5.36 total_charge=+1 mol_weight_g_mol=202.32 e_above_lowest_ev=7.1280 e_tot_ha=-599.72872 smiles="C[C@@H]1CC=[N+]2[C@H](C)[C@@]34C[C@@H]5C[C@@H]1[C@H](C3)[C@]524" homo_energy_ha=-0.4782
C 3.39384 0.33383 -0.51721 1.132 2.380 0.403 -0.5989
C 1.93876 0.43611 -0.21410 0.064 0.609 0.190 -0.2234
C 1.43624 1.94304 -0.12990 -2.373 -2.263 2.508 -0.4508
C -0.10556 2.11319 -0.30214 0.932 2.687 0.239 0.2955
N -0.89568 1.25499 -0.74825 1.515 -5.111 0.573 -0.3544
C -2.25986 0.55033 -0.60728 -1.151 0.843 1.217 0.0333
C -3.15757 1.44253 0.26522 0.397 -0.563 -3.625 -0.6127
C -1.81012 -0.81271 0.06544 2.162 0.849 -1.933 -0.1960
C -1.45934 -2.12144 -0.73861 0.790 1.454 -0.648 -0.3720
C 0.03393 -1.59874 -0.95933 0.900 0.907 -1.223 -0.3111
C 1.09435 -2.01553 0.05444 1.481 -0.355 -1.187 -0.4158
C 1.48801 -0.71234 0.76155 -0.958 0.441 3.114 -0.1576
C 0.03083 -0.15999 1.18356 2.649 -2.149 -2.069 -0.3572
C -1.27553 -0.86043 1.51488 -0.186 -2.418 1.792 -0.4108
C -0.35947 -0.29979 -0.25071 -3.779 2.278 -1.574 0.4599
H 3.95626 0.97972 0.20958 -0.190 -0.928 -0.375 0.2170
H 3.67058 0.75869 -1.49342 -0.246 -0.311 0.126 0.2234
H 3.69688 -0.67654 -0.45323 0.661 -0.980 0.037 0.2239
H 1.42226 0.17773 -1.07950 -0.372 -0.656 -1.921 0.2033
H 1.79979 2.58506 -0.87001 1.205 0.744 -1.301 0.2596
H 1.62007 2.41116 0.84432 0.279 0.065 -0.113 0.2399
H -0.43982 3.15138 -0.02166 -0.040 -0.900 -0.500 0.2168
H -2.60072 0.44540 -1.66329 -0.002 -0.128 0.974 0.2610
H -2.81880 1.61500 1.22154 0.648 -0.390 2.343 0.2180
H -4.07028 0.91515 0.13545 -1.373 0.213 0.719 0.2440
H -3.15934 2.42554 -0.18357 -0.582 0.298 -0.383 0.2212
H -1.96499 -2.29122 -1.67360 -0.408 0.096 -0.247 0.2383
H -1.54261 -2.98672 -0.12090 0.035 -0.682 0.321 0.2305
H 0.61074 -1.55269 -1.97455 -1.942 -0.033 1.427 0.2623
H 0.59554 -2.68889 0.71974 0.343 -0.520 0.812 0.2263
H 1.92779 -2.52672 -0.48853 -0.522 0.247 0.820 0.2369
H 2.11703 -0.90056 1.65613 0.120 0.283 -0.747 0.2381
H 0.15025 0.79460 1.58531 -0.042 1.383 0.657 0.2213
H -1.23520 -1.86639 2.10862 -0.098 1.447 -1.615 0.2519
H -1.82826 -0.26271 2.16402 -1.051 1.164 1.188 0.2379